No. 1
A molecular structure, C30H33BrN2O5P3Se2Tl. Source: the OMol25 dataset; level of theory: the ωB97M-V functional and the def2-TZVPD basis.

The geometry in XYZ format:
```
77
Properties=species:S:1:pos:R:3:forces:R:3
H -0.78166 -0.18547 -6.82451 0.0 0.0 0.0
H 2.66934 4.00736 -1.43257 0.0 0.0 0.0
C 3.63464 -2.92416 0.71178 -0.1 0.1 0.0
H 2.84330 2.72153 2.29520 0.0 0.0 0.0
C 2.25205 3.22622 1.52773 0.1 0.1 0.0
N 2.09061 -1.26902 0.03163 -0.1 0.1 0.0
C 3.90108 1.51719 -0.16856 0.1 0.0 0.0
C 2.11981 -1.72019 -1.22168 -0.1 -0.1 0.0
H 0.29628 -3.13519 0.86921 0.0 0.0 0.0
C 3.61860 -3.44902 -0.57794 0.0 -0.1 0.0
H 0.51969 -2.56494 5.70632 0.0 0.0 0.0
C 0.10379 -1.71471 3.78511 0.0 0.0 0.1
C -1.79442 0.22288 -3.12907 -0.1 0.0 -0.1
O 2.35478 0.03277 2.34951 -0.1 0.2 -0.1
H -1.62007 3.36065 3.81021 0.0 0.0 0.0
C -6.11306 1.39965 -2.44475 -0.1 0.0 0.0
C -6.29821 -0.51184 -0.99790 0.0 0.0 0.0
Se -1.61781 2.21181 -0.50329 -0.3 0.2 -0.3
Br 1.20279 -5.73823 1.89682 0.0 0.0 0.0
H 0.77498 4.24771 2.77257 0.0 0.0 0.0
C 0.46717 -2.73920 4.64162 0.0 0.0 0.0
H -0.13131 -0.73475 4.17607 0.0 0.0 0.0
C 1.37263 -0.88322 -2.27822 0.4 0.0 -0.1
H -4.13169 2.10751 -2.82515 0.0 0.0 0.0
C -1.07942 -0.06840 -5.79092 0.0 0.0 0.0
C 2.87792 -1.12050 2.34204 0.1 -0.1 0.0
H -0.64117 2.03046 -5.73972 0.0 0.0 0.0
H 4.61646 2.33501 -0.27328 0.0 0.0 0.0
P -2.33380 0.38378 -1.41141 0.4 0.3 -0.1
H 1.12252 -4.79141 4.72968 0.0 0.0 0.0
H -4.44812 -1.29101 -0.23300 0.0 0.0 0.0
H 2.87369 -3.16100 -2.59808 0.0 0.0 0.0
H -2.17156 1.68196 3.61607 0.0 0.0 0.0
H -6.57770 2.15557 -3.06299 0.0 0.0 0.0
C -1.51798 -1.16743 -5.06869 0.0 0.0 0.0
H 1.14733 2.74919 4.70560 0.0 0.0 0.0
O 0.84489 0.18140 -1.83120 -0.1 0.1 0.1
O 4.33374 -4.54459 -0.91907 0.0 0.0 0.0
C -1.64717 2.50589 3.13183 -0.1 0.1 0.1
H 4.22835 -3.34316 1.51402 0.0 0.0 0.0
H 0.92208 3.66971 -1.27398 0.0 0.0 0.0
H 0.18470 3.81545 1.17940 0.0 0.0 0.0
H -1.56058 -2.14259 -5.53377 0.0 0.0 0.0
C -6.89531 0.45355 -1.78960 0.0 0.1 0.0
P 0.02672 1.96213 2.70153 0.0 -0.2 0.0
H -2.19435 2.76556 2.22841 0.0 0.0 0.0
Se -1.68732 -1.31462 -0.21317 0.2 0.0 0.3
C 0.86723 1.77168 4.30670 0.0 0.1 0.1
C 2.85290 -1.81536 0.97180 0.2 -0.1 0.1
C 1.91292 3.22399 -1.35568 0.0 0.1 -0.1
Tl 0.39440 0.30568 0.57763 0.3 -0.3 -0.2
H 1.74530 1.14346 4.17206 0.0 0.0 0.0
H 1.91281 2.60542 -2.25341 0.0 0.0 0.0
C 0.80041 -3.97103 4.10429 0.0 0.0 0.0
C 2.87273 -2.82311 -1.57257 0.0 0.1 0.1
O 1.45176 -1.26311 -3.43940 -0.1 -0.1 0.0
C -1.87773 -1.02289 -3.74051 0.0 -0.1 0.0
C -4.91696 -0.54144 -0.85722 0.0 0.0 0.0
O 3.40816 -1.72824 3.26884 0.0 0.0 0.0
P 2.22152 2.14085 0.05965 -0.1 -0.1 0.0
N 0.04840 -1.85358 2.46703 -0.1 -0.1 0.0
H -1.24997 2.28136 -3.36034 0.0 0.0 0.0
C 0.72738 -4.11550 2.73169 0.0 0.0 0.0
H 4.79225 -4.88196 -0.14176 0.0 0.0 0.0
H 3.92720 0.90436 -1.06990 0.0 0.0 0.0
H -7.97167 0.47271 -1.90212 0.0 0.0 0.0
C -0.99816 1.17432 -5.18263 0.0 0.0 0.0
C 0.81065 3.46632 2.00771 0.0 0.1 0.0
C -4.73787 1.37199 -2.31009 0.0 0.0 0.0
H 0.18768 1.30434 5.01932 0.0 0.0 0.0
C -4.13677 0.39854 -1.51367 -0.1 -0.1 0.0
H -2.19097 -1.89045 -3.17151 0.0 0.0 0.0
C 0.33987 -3.04058 1.94975 0.0 -0.1 -0.1
H 4.16470 0.90030 0.68920 0.0 0.0 0.0
C -1.35135 1.32176 -3.85172 0.0 0.1 0.1
H -6.90462 -1.24911 -0.48881 0.0 0.0 0.0
H 2.74062 4.17899 1.30582 0.0 0.0 0.0
```
Positions in Å, forces in eV/Å.

charge	0
HOMO	-7.94	eV
ΔE to the lowest compared entry with this formula, charge and spin	10.9	kcal/mol
LUMO level	-0.023	hartree

---

No. 2
A molecular structure, C30H33CuF8I2N3O8S2. Source: the OMol25 dataset; level of theory: the ωB97M-V functional and the def2-TZVPD basis.

The geometry in XYZ format:
```
87
Properties=species:S:1:pos:R:3:forces:R:3
C -1.69091 -0.32668 0.76131 0.9 -0.4 2.2
H -2.24568 2.05280 -0.47346 0.2 -0.9 0.8
C -2.14670 -0.39100 2.28971 -0.6 0.6 2.4
H 0.64916 1.58622 -4.15903 -0.2 0.8 0.5
C -0.98218 -4.08417 1.19144 -0.6 -0.1 -0.1
H -4.86944 0.09359 -2.12791 0.8 0.4 -0.2
H -2.05350 1.35981 5.25655 -0.3 -0.8 -0.5
C -2.95185 -1.42922 2.87919 -0.3 0.0 -0.5
H 1.79398 0.14447 0.50944 0.6 -0.6 -0.5
C 5.73902 -3.48558 -0.03066 1.3 0.6 -0.5
H 3.15365 4.43650 -1.46022 0.6 -0.6 0.2
C -1.58718 4.57740 0.11749 0.9 -0.1 0.6
C -1.80513 0.67965 3.23491 -1.4 -2.3 -0.3
H -0.79693 6.34426 -0.87682 0.5 -0.5 0.6
H 4.81363 3.63216 -1.54261 -0.9 0.0 0.2
N -3.03214 -0.48303 5.10170 1.1 -0.6 -0.1
C 0.25718 2.51523 -3.66664 -0.4 -0.7 -0.4
F 4.57492 -2.07071 -1.52847 -0.7 -0.6 0.7
C -0.42703 5.61545 -0.10786 -1.2 0.4 -0.4
O -0.85723 0.82144 0.70944 -1.4 -0.3 -0.4
S 3.31079 0.78104 -1.24157 0.0 0.2 -0.2
H 0.52462 1.39058 -1.13489 -0.3 0.7 -0.3
O 6.46248 -5.77689 0.10417 0.4 0.0 -1.0
H -0.18556 3.13512 -4.48752 0.3 -0.4 0.8
C 3.08436 -3.56951 -0.22039 0.9 -0.9 0.7
H -2.50642 -2.81082 0.42848 1.0 0.4 -0.1
H -1.10054 1.03312 -2.87958 -0.6 1.0 0.6
O 1.07759 -3.75626 -1.39702 -0.3 -0.1 -0.3
Cu -1.94283 -1.01752 7.28505 -0.8 0.3 -1.3
C 1.79381 -2.95266 -0.89431 -0.7 0.0 0.2
O -2.34325 -1.33414 -2.10345 0.9 -0.4 1.3
I 0.50437 -1.80932 2.34484 0.7 0.4 -0.3
O -0.12265 -4.85953 1.04368 0.7 -0.3 -0.4
O 5.30065 -5.17166 1.85387 0.3 1.9 -0.7
F 6.79746 -3.36922 -0.89897 -1.1 -0.2 0.7
H 4.05443 2.47221 0.37299 -0.8 -0.2 -0.5
H 3.44206 3.01952 -2.51887 0.3 0.6 0.6
H -0.29662 6.20016 0.83080 0.4 -0.6 -0.7
H -0.08945 3.41753 1.29970 -0.7 -0.2 -0.2
F 4.57420 -4.22450 -1.94223 -0.3 0.9 0.9
C -1.12236 3.27546 0.90459 -1.6 -0.5 -0.2
C -2.30232 0.52420 4.55910 1.1 1.5 -0.2
S 2.55714 -2.66579 -4.30717 -0.3 1.5 1.3
I -3.05045 5.61407 1.39972 0.2 -0.2 -0.5
H -3.82952 1.51843 -1.82468 0.1 -0.6 -0.4
C -4.10476 0.25085 0.51945 -2.7 -0.9 0.5
C -1.40470 -2.92825 0.25398 -0.8 0.0 -0.1
C -0.86147 2.09536 -2.61679 2.9 0.7 -1.0
H -3.56275 0.48485 -3.32283 0.0 -0.1 1.0
H -3.30233 -2.27067 2.24288 0.3 0.7 0.6
H -6.23696 0.03696 0.28254 0.6 -0.7 0.2
C 3.27410 2.42672 -0.42898 0.8 0.8 0.8
F 5.90683 -2.44214 0.86100 -0.8 -1.1 -0.4
H 2.30094 2.68979 0.04575 0.5 -0.4 -0.6
F 3.24684 -3.25662 1.12062 -0.4 0.5 -1.0
O -4.21835 1.36207 0.93824 1.3 0.2 0.1
C 2.04772 -1.63523 -3.20175 -0.4 -1.2 -1.8
H -1.19261 1.55061 2.95479 -0.5 -0.7 0.2
C 4.45341 -3.29203 -0.93652 1.1 -0.6 -1.0
F 2.95830 -4.93464 -0.21915 -0.2 1.5 -0.2
F -1.94153 2.98348 -2.82057 0.1 -0.8 0.6
C -1.24758 1.97596 -0.00163 1.9 3.5 -1.6
H -3.99552 -2.32188 4.59674 0.6 0.8 -0.2
C -0.20808 2.22701 -1.20584 -1.3 -1.4 0.2
C 5.88214 -4.89977 0.63284 -0.6 -0.8 1.6
H 5.09559 -4.32548 2.29917 -0.1 -0.5 -0.1
H 0.52174 5.16979 -0.48115 -0.6 0.2 0.4
N 1.47662 -0.90758 -2.40268 0.3 -2.1 0.6
H -2.14687 4.34809 -0.81305 0.5 0.1 0.6
C -3.82200 0.48931 -2.24063 -0.5 -0.4 1.0
O 0.08648 -1.06698 -0.62900 -0.2 -1.2 0.2
H -1.34178 -3.19705 -0.83150 0.3 -0.1 1.1
H 0.35604 3.17642 -1.08987 -0.6 -0.5 -0.2
F -1.79294 -4.28114 2.32741 0.1 0.9 -1.1
C -0.62117 -1.54298 0.44236 -1.9 -0.3 0.8
C -3.36916 -1.47474 4.24540 0.6 0.4 -1.4
C -2.89633 -0.50767 -1.43343 -1.8 1.3 -2.6
C 3.71278 3.47619 -1.53285 -0.6 -1.0 -0.5
C 1.39847 -1.43215 -0.99247 2.4 2.8 0.0
H 3.18049 -0.99778 0.39303 -0.6 0.2 -0.4
N -2.91003 -0.38461 -0.01011 0.8 0.4 -0.4
H -5.29314 -1.46297 -0.19997 -0.3 0.3 0.8
C 2.42585 -0.44638 -0.20605 -0.5 0.2 1.3
H -1.88458 3.14823 1.71667 1.1 0.0 -0.4
H -5.58179 -1.01690 1.59185 0.3 0.1 -0.8
C -5.40210 -0.65318 0.55512 0.9 0.8 -0.9
H 1.11305 3.04264 -3.19167 -0.7 -0.2 -0.3
```
Positions in Å, forces in eV/Å.

charge	+1
HOMO	-10.63	eV
LUMO level	-0.222	hartree

---

No. 3
A molecular structure, C30H34ClO7Y. Source: the OMol25 dataset; level of theory: the ωB97M-V functional and the def2-TZVPD basis.

The geometry in XYZ format:
```
73
Properties=species:S:1:pos:R:3:forces:R:3
C 2.21231 0.20800 2.58594 -0.7 0.0 0.7
H -6.09180 5.88959 -0.05339 0.1 -0.1 0.2
H 2.80248 0.84700 -2.48647 0.1 -0.7 0.6
O 2.88849 -2.64194 1.63768 -0.5 -3.3 -0.6
H 2.47210 -1.69155 3.72707 -0.2 0.0 -0.7
C -3.32319 1.75842 -1.69154 0.4 0.4 0.3
C -2.61995 -0.34849 0.26143 -0.2 -0.7 -0.1
C -3.04335 4.20780 -2.29572 -0.9 -1.1 -1.7
C -2.03869 0.90265 -1.91025 0.2 -0.8 1.2
H -2.03230 7.20714 -2.75169 0.0 0.0 0.0
H -3.69351 -0.65897 0.13019 -0.5 0.1 1.1
C 3.60910 0.32224 -0.43717 -0.1 -1.8 -1.8
H -4.75680 5.82979 1.14341 0.0 0.0 0.0
H -3.85291 1.89244 -2.62287 -0.3 0.0 -0.1
C 2.84376 -5.00607 1.66536 -0.4 -0.2 -0.1
Y 1.32636 -1.18596 0.60248 2.1 -1.1 0.0
H 4.70073 -1.02984 0.97372 -0.7 -0.1 -0.8
C 2.13692 -6.20511 1.56280 0.3 -0.2 0.2
C 1.82857 -1.05310 3.11949 -0.4 0.9 1.5
H -1.35994 -2.40202 -1.02911 -0.2 0.3 -0.3
C -1.36993 3.01873 -0.76004 -0.5 -0.7 0.1
C 3.98142 -7.38418 2.61178 -0.8 1.6 -0.7
Cl 4.66673 -8.83096 3.22151 0.3 -0.6 0.3
C -2.85491 3.15345 -1.19549 -0.2 1.2 -0.5
C -0.82367 1.89090 -1.65369 -0.6 0.4 0.3
H -0.20751 -2.02467 3.35329 0.4 0.3 -0.2
C -1.67307 -1.60789 -1.75035 -0.1 0.1 0.3
C 4.12814 -5.01331 2.21369 0.4 0.5 0.2
O -2.29188 5.30667 -2.12160 -0.3 0.4 -0.3
C 3.15402 0.06999 -1.78528 0.3 0.1 0.1
C 2.23595 -3.67941 1.26206 0.1 2.2 -0.2
C -2.07829 -0.35443 -1.09052 0.6 1.4 -1.1
H 1.14196 -6.18802 1.11964 0.2 0.0 0.1
C -5.39251 5.24041 0.48005 -0.2 0.1 -0.1
H -0.82877 -1.50895 -2.48014 -0.6 0.0 0.4
H 3.59994 1.25327 0.07986 0.1 0.5 0.2
H -2.15514 -1.11270 0.94327 -0.2 0.4 -0.5
H -1.37389 2.71869 0.29320 0.1 0.0 -0.1
C 4.70827 -6.17672 2.69038 -0.7 -0.9 -0.1
H 0.96075 1.88774 1.74380 0.1 -0.4 0.0
C 4.14377 -0.91986 0.01737 0.6 0.5 0.9
H 0.96076 0.89081 -2.07233 0.1 0.7 0.2
H -2.37319 6.02856 -4.07513 -0.2 0.2 0.4
H 5.69573 -6.17440 3.13338 0.0 0.0 0.0
H -1.95571 0.60491 -2.95919 -0.1 0.0 -0.3
C 0.43372 1.15553 -1.13256 0.2 2.8 -3.2
O -4.60214 4.63815 -0.54185 -0.7 0.3 0.3
H 3.08069 -1.78683 -3.03403 0.0 0.1 0.2
H 4.68779 -4.06576 2.29336 -0.5 -0.5 -0.1
C -3.72476 3.73922 -0.10095 1.2 -1.6 2.3
C 0.41087 -1.19125 2.99890 0.2 0.7 0.6
H 1.05114 1.85799 -0.55248 0.2 0.6 -0.3
O 0.30851 0.05687 -0.46652 -1.3 -1.6 0.8
C 3.32208 -1.30836 -2.08784 0.4 0.7 0.8
H -4.00448 1.32054 -0.95387 0.2 -0.1 -0.1
H -2.55415 0.61824 0.79681 -0.3 -0.4 -0.3
H -5.92621 4.48824 1.07111 0.1 0.1 -0.2
C 3.96166 -1.92011 -0.95497 -0.4 0.7 -0.6
C -0.08994 0.02702 2.45446 0.9 0.9 0.3
H -0.56502 2.38011 -2.61297 0.1 -0.2 0.1
H 2.16152 -8.33978 1.99167 -0.1 -0.1 -0.1
O 1.13266 -3.55125 0.58615 1.6 -1.1 1.1
C 2.69324 -7.40330 2.03942 0.9 0.6 0.2
H -0.85009 3.97702 -0.85404 0.0 -0.2 0.1
C 1.02783 0.88801 2.17443 -0.8 -0.7 0.8
H 4.31309 -2.94436 -0.90458 -0.2 0.1 0.1
H 3.21427 0.62770 2.55272 -0.2 -0.3 -0.1
O -3.83365 4.09675 -3.23122 1.3 0.5 1.2
H -2.58364 -1.96952 -2.28024 0.2 -0.9 -0.5
H -1.13183 0.31711 2.34852 0.4 -0.3 -0.3
C -2.62919 6.34950 -3.04977 0.6 -0.3 -0.2
H -3.68592 6.58182 -2.98851 -0.2 0.0 0.0
O -3.62540 3.43008 1.08797 -0.5 0.7 -1.8
```
Positions in Å, forces in eV/Å.

charge	-2
HOMO (alpha / beta)	2.27 / 2.32	eV
LUMO level (alpha / beta)	0.132 / 0.132	hartree

---

Maximum force (computed, eV Å⁻¹): 0.5; 4.3; 4.2